1.
Density functional theory data (ωB97M-V/def2-TZVPD) for one molecule with the formula CHNOS2 in a non-equilibrium geometry.

Last column: natural (NBO) charge in e.
Geometry (Å):
C  0.944  0.173  0.081  0.512
N  0.005  0.059  -0.969  -0.849
O  0.587  0.362  1.203  -0.521
S  -1.513  0.147  -0.757  0.886
S  -1.923  -0.832  0.820  -0.170
H  1.900  0.091  -0.377  0.143

Computed properties:
**ΔE to the lowest compared entry with this formula, charge and spin**: 14.3 kcal per mole
**F_max**: 0.0470 hartree/bohr
**Kohn-Sham gap (alpha / beta)**: 7.3175 / 7.3198 eV
**HOMO energy (alpha / beta)**: -9.564 / -9.566 eV
**Total energy**: -965.01032 Eh

2.
Density functional theory data (ωB97M-V/def2-TZVPD) for a 11-piece molecular cluster, C33H51N15PS overall in a non-equilibrium geometry.

Last column: Löwdin charge in e.
Geometry (Å):
C  3.433  1.453  0.439  -0.022
C  2.436  2.547  0.750  -0.403
N  1.955  3.304  -0.140  0.149
C  1.987  2.710  2.195  -0.113
N  1.608  1.413  2.743  0.135
C  0.626  0.702  2.250  -0.377
N  0.239  -0.561  2.672  0.180
C  -0.021  -1.184  1.331  -0.217
C  -0.496  -2.599  1.290  -0.181
C  0.158  -3.481  0.428  -0.036
C  -0.236  -4.810  0.305  -0.072
C  -1.315  -5.268  1.058  -0.084
C  -1.957  -4.387  1.923  -0.081
C  -1.573  -3.060  2.051  -0.029
C  -0.981  -0.117  0.834  -0.296
C  -1.445  -0.280  -0.585  -0.227
N  -0.310  -0.274  -1.521  0.036
N  -0.141  1.070  1.173  -0.128
P  -1.069  2.542  1.266  0.416
S  -1.467  3.163  3.047  0.230
H  3.337  0.609  1.115  0.052
H  4.452  1.827  0.459  0.089
H  3.196  1.065  -0.549  0.087
H  2.347  3.054  -1.047  0.078
H  1.208  3.457  2.303  0.065
H  2.867  3.056  2.733  0.144
H  2.122  1.017  3.524  0.110
H  1.028  -0.947  3.182  0.096
H  0.962  -1.147  0.855  0.146
H  0.993  -3.122  -0.161  0.112
H  0.301  -5.433  -0.392  0.109
H  -1.606  -6.300  0.938  0.111
H  -2.798  -4.751  2.499  0.112
H  -2.080  -2.370  2.707  0.112
H  -1.778  -0.159  1.580  0.121
H  -1.956  -1.243  -0.609  0.104
H  -2.166  0.486  -0.853  0.106
H  0.148  -1.175  -1.498  0.056
H  -0.674  -0.110  -2.450  0.071
H  -2.258  2.214  0.600  0.006
H  -0.405  3.458  0.446  -0.050
C  -5.425  -3.049  0.098  -0.050
C  -4.659  -1.970  0.707  -0.240
N  -4.052  -1.123  1.186  0.159
H  -4.980  -4.008  0.355  0.086
H  -6.446  -3.029  0.457  0.038
H  -5.426  -2.937  -0.985  0.057
C  6.828  -0.591  0.833  -0.085
C  5.648  -1.405  1.114  -0.271
N  4.724  -2.048  1.335  0.130
H  7.030  0.063  1.679  0.089
H  7.689  -1.232  0.665  0.089
H  6.659  0.010  -0.047  0.023
C  -10.058  -2.957  0.378  -0.059
C  -8.958  -3.893  0.576  -0.267
N  -8.098  -4.635  0.732  0.139
H  -9.893  -2.380  -0.529  0.085
H  -10.993  -3.506  0.286  0.087
H  -10.124  -2.280  1.227  0.084
C  0.036  5.978  -0.322  -0.096
C  -0.041  7.386  -0.693  -0.284
N  -0.111  8.486  -1.009  0.145
H  -0.244  5.860  0.725  0.077
H  -0.647  5.400  -0.944  0.074
H  1.045  5.603  -0.463  0.052
C  3.985  -1.816  4.679  -0.069
C  2.812  -0.986  4.898  -0.228
N  1.870  -0.349  5.071  0.150
H  4.146  -2.475  5.529  0.082
H  3.834  -2.419  3.785  0.040
H  4.862  -1.185  4.539  0.085
C  1.183  7.489  -4.144  -0.058
C  1.198  6.325  -5.023  -0.274
N  1.211  5.387  -5.681  0.132
H  0.665  7.252  -3.220  0.038
H  2.204  7.787  -3.913  0.090
H  0.671  8.320  -4.624  0.092
C  -4.200  -2.638  -4.088  -0.065
C  -5.375  -3.423  -3.729  -0.292
N  -6.301  -4.040  -3.456  0.140
H  -3.936  -1.970  -3.269  0.069
H  -3.362  -3.302  -4.292  0.083
H  -4.410  -2.045  -4.976  0.087
C  -1.944  4.748  -5.064  -0.085
C  -2.946  3.714  -4.825  -0.289
N  -3.719  2.889  -4.638  0.114
H  -1.889  5.414  -4.204  0.074
H  -0.972  4.288  -5.221  0.047
H  -2.206  5.327  -5.946  0.089
C  0.801  -5.752  3.981  -0.054
C  2.129  -5.287  4.359  -0.254
N  3.173  -4.921  4.655  0.144
H  0.628  -5.542  2.928  0.055
H  0.716  -6.823  4.152  0.091
H  0.048  -5.236  4.574  0.088
C  7.711  1.244  -3.658  -0.056
C  8.038  1.093  -2.245  -0.247
N  8.310  0.974  -1.138  0.141
H  8.008  0.349  -4.202  0.088
H  6.640  1.394  -3.777  0.083
H  8.240  2.102  -4.068  0.089

Computed properties:
**Total charge**: +1
**F_max**: 0.0417 hartree/bohr
**Kohn-Sham gap**: 9.3792 eV
**HOMO energy**: -11.638 eV
**Total energy**: -2848.65869 Eh

3.
Density functional theory data (ωB97M-V/def2-TZVPD) for C22H23IrN6O6S as an isolated structure.

Last column: natural (NBO) charge in e.
Geometry (Å):
Ir  0.169  2.067  0.413  1.428
O  -0.885  -3.081  3.030  -0.670
C  -0.543  -2.175  3.946  0.766
O  -0.271  -2.456  5.072  -0.502
C  -0.353  -0.762  3.476  -0.228
C  0.109  0.237  4.328  0.103
N  0.337  1.326  3.591  -0.276
N  0.049  1.103  2.299  -0.377
C  -0.407  -0.154  2.228  0.058
C  -0.745  -0.659  0.868  0.772
O  -0.952  -1.840  0.666  -0.591
O  -0.684  0.237  -0.092  -0.731
H  -1.098  -2.681  2.154  0.511
H  0.300  0.197  5.390  0.293
H  0.730  2.208  3.895  0.456
N  -5.141  4.236  0.220  -0.797
C  -4.353  5.309  -0.006  0.643
O  -4.749  6.447  -0.056  -0.531
C  -2.856  5.080  -0.193  -0.137
C  -2.125  6.180  -0.642  -0.018
C  -0.752  6.082  -0.822  -0.221
C  -0.131  4.891  -0.534  0.064
N  -0.830  3.824  -0.080  -0.581
C  -2.174  3.918  0.084  0.070
H  -6.130  4.407  0.329  0.440
H  -4.839  3.283  0.144  0.391
H  -2.666  7.099  -0.836  0.292
H  -0.167  6.919  -1.175  0.274
H  0.937  4.763  -0.650  0.229
H  -2.668  3.031  0.462  0.216
C  -0.331  -2.032  -3.260  -0.632
C  0.389  -1.202  -4.314  -0.418
C  1.786  -0.750  -3.910  -0.237
N  1.797  0.253  -2.814  -0.469
C  1.924  0.071  -1.531  0.410
S  2.247  1.529  -0.582  0.004
N  1.935  -1.211  -1.063  -0.649
C  2.163  -1.640  0.248  0.691
O  2.367  -0.891  1.164  -0.510
C  2.085  -3.135  0.483  -0.142
C  2.232  -4.106  -0.459  -0.116
C  2.130  -5.462  -0.060  0.064
C  1.878  -5.827  1.305  -0.110
C  1.750  -4.852  2.257  -0.181
C  1.872  -3.515  1.864  0.119
H  -1.293  -2.375  -3.637  0.269
H  -0.533  -1.472  -2.345  0.206
H  0.237  -2.939  -3.013  0.186
H  -0.205  -0.328  -4.588  0.229
H  0.509  -1.782  -5.231  0.255
H  2.291  -0.263  -4.742  0.263
H  2.423  -1.588  -3.614  0.208
H  1.780  1.225  -3.104  0.446
H  1.598  -1.905  -1.719  0.449
H  2.439  -3.888  -1.498  0.235
H  2.236  -6.253  -0.794  0.262
H  1.797  -6.876  1.561  0.279
H  1.565  -5.106  3.293  0.287
H  1.817  -2.717  2.594  0.256

Computed properties:
**ΔE to the lowest compared entry with this formula, charge and spin**: 0.0 kcal per mole
**Total charge**: +3
**F_max**: 0.0148 hartree/bohr
**Kohn-Sham gap (alpha / beta)**: 7.3432 / 4.1492 eV
**HOMO energy (alpha / beta)**: -17.034 / -17.039 eV
**Multiplicity**: 6
**Total energy**: -2133.58728 Eh
**Expectation value of S²**: 8.78

4.
Density functional theory data (ωB97M-V/def2-TZVPD) for a 2-piece molecular cluster, C2H7N3O overall in a non-equilibrium geometry.

Last column: natural (NBO) charge in e.
Geometry (Å):
H  -1.077  0.815  -0.212  0.375
N  -1.250  0.253  0.614  -0.874
C  -2.176  -0.619  0.454  0.389
N  -2.090  -1.734  -0.326  -0.795
H  -3.031  -0.734  1.142  0.127
H  -2.736  -2.485  -0.152  0.384
H  -1.172  -2.084  -0.558  0.400
N  1.857  0.670  0.282  -0.828
C  2.628  1.302  -0.647  0.529
O  2.278  1.637  -1.755  -0.600
H  0.860  0.836  0.203  0.414
H  2.280  0.571  1.193  0.388
H  3.627  1.572  -0.238  0.090

Computed properties:
**ΔE to the lowest compared entry with this formula, charge and spin**: 47.6 kcal per mole
**F_max**: 0.0441 hartree/bohr
**SMILES**: [H]/N=C\N.NC=O
**Kohn-Sham gap**: 9.5406 eV
**HOMO energy**: -8.790 eV
**Total energy**: -319.87394 Eh